Entry from the OMol25 dataset: a 3-piece molecular cluster, C37H77F13N8O5P2 overall at a distorted geometry (ωB97M-V/def2-TZVPD).

The calculation puts the energy at -4251.06975 Eh. The multiplicity is 1. The net charge is 0. The calculation puts the LUMO energy at -0.16 eV. As for the SMILES: CCCCCCCO[C@](CCCCCN)(C(F)(F)C(F)(F)C(F)(F)C(F)(F)F)[C@@](F)(CCOCC(F)(F)F)OCCCN.CN(C)P(=O)(N(C)C)N(C)C.CN(C)P(=O)(N(C)C)N(C)C.

Structure (XYZ):
```
142
Properties=species:S:1:pos:R:3:forces:R:3:mulliken_charge:R:1
C -2.8264 -0.7521 -5.8048 0.495 0.245 0.735 -1.055
C -2.2412 -0.4242 -4.3901 0.207 -1.068 -0.091 0.304
C -3.1720 -0.8134 -3.2084 -0.584 0.336 -0.020 -0.810
C -3.5411 0.3487 -2.2610 0.002 0.492 0.128 -1.310
C -2.3548 1.2571 -1.8377 0.012 -0.320 -0.850 -0.327
C -1.0202 0.5089 -1.5690 0.297 0.995 0.757 -0.672
C -0.3326 0.9219 -0.2240 -0.791 -2.122 -0.877 -0.239
O 0.7009 1.8383 -0.5261 -0.365 0.869 0.067 -0.106
C 1.2676 2.6327 0.4821 -0.413 -0.275 2.096 2.678
C 0.2789 3.2066 1.5392 -0.984 0.113 -0.414 -3.273
C -1.0171 3.8631 1.0011 -0.475 0.581 1.544 0.219
C -2.0222 3.9390 2.1922 0.239 -0.818 0.096 -1.495
C -2.7182 2.5796 2.4814 -0.558 0.522 0.223 0.195
C -4.1111 2.8415 3.0904 0.473 -0.720 0.504 -0.759
N -4.7481 1.5891 3.5433 -0.228 0.171 -0.235 -0.635
C 1.9799 3.8083 -0.2383 0.693 0.019 -0.448 0.677
F 3.3150 3.8472 -0.0051 0.064 -0.549 0.111 -0.354
F 1.5673 5.0284 0.1798 -0.626 -0.059 0.021 -0.320
C 1.8776 3.8456 -1.8040 0.931 1.203 0.152 0.385
F 2.7681 4.8253 -2.1554 -0.223 0.345 0.071 -0.369
F 2.3919 2.7691 -2.4007 -0.641 -0.809 0.180 -0.297
C 0.5540 4.3404 -2.4485 0.027 -0.162 -1.315 0.467
F 0.4546 5.6730 -2.3288 0.198 0.171 0.375 -0.313
F -0.5776 3.8190 -1.9691 0.140 -0.371 0.324 -0.115
C 0.5344 4.0758 -4.0013 -1.591 0.742 0.482 0.518
F -0.5897 4.6712 -4.4461 -0.178 0.114 -0.029 -0.283
F 1.5289 4.6493 -4.6354 0.798 -0.333 -0.129 -0.240
F 0.3984 2.7962 -4.2902 0.615 -0.536 -0.068 -0.196
C 2.2719 1.7416 1.3126 1.720 -0.873 -0.790 0.134
F 1.5802 0.7261 1.9885 -0.669 0.527 -0.290 -0.495
C 3.2442 0.9683 0.3968 0.188 -0.494 0.020 -0.460
C 4.0349 -0.1252 1.1513 1.114 0.729 -0.636 -0.280
O 3.9424 -1.3519 0.4214 -0.375 -0.026 0.816 -0.360
C 3.9187 -2.4828 1.2544 -0.447 -0.208 -0.348 -0.505
C 3.1244 -3.5644 0.5006 0.596 1.545 0.616 0.846
F 1.9569 -3.0809 0.0818 -0.542 0.059 -0.072 -0.232
F 2.8652 -4.5726 1.3348 0.149 -0.705 -0.132 -0.276
F 3.7822 -3.9678 -0.5793 0.204 -0.733 -0.199 -0.263
O 3.0250 2.4391 2.2561 -0.585 0.016 -0.082 -0.432
C 2.6135 2.3947 3.6207 0.947 0.515 1.109 -0.273
C 3.2872 1.2938 4.4658 -0.968 0.352 0.293 -0.673
C 2.7649 1.4375 5.9300 0.807 -1.822 -0.876 -0.358
N 1.3968 0.8740 5.9812 -0.399 0.792 0.308 -0.577
H -2.2436 -1.5624 -6.2579 -0.151 0.355 -0.193 0.296
H -2.7522 0.1652 -6.4007 -0.220 -0.480 -0.278 0.309
H -3.8600 -1.1124 -5.7544 0.145 0.326 0.041 0.170
H -1.8922 0.6144 -4.3530 -0.326 -0.164 0.101 -0.152
H -1.3318 -1.0374 -4.2918 -0.097 0.349 0.042 0.195
H -2.7956 -1.6608 -2.6187 0.187 0.240 -0.260 0.347
H -4.1104 -1.1777 -3.6562 0.178 0.035 0.276 0.520
H -4.0603 0.0028 -1.3528 0.194 -0.261 -0.311 0.374
H -4.2739 0.9977 -2.7702 0.190 -0.159 0.111 0.406
H -2.6709 1.8936 -0.9987 0.158 -0.268 -0.073 0.454
H -2.1714 1.9430 -2.6772 -0.084 -0.021 0.317 0.302
H -1.1239 -0.5816 -1.5685 -0.139 0.261 -0.073 0.565
H -0.3060 0.7929 -2.3540 -0.125 -0.398 0.081 0.071
H -1.1333 1.2289 0.4569 0.579 0.553 0.114 0.011
H 0.0808 -0.0155 0.1841 0.216 0.499 0.147 0.244
H -0.0447 2.4278 2.2435 0.308 -0.155 -0.463 0.818
H 0.7680 3.9566 2.1744 0.186 -0.205 -0.365 0.644
H -1.5301 3.3073 0.2149 0.446 0.243 -0.171 -0.040
H -0.8261 4.9085 0.7302 0.052 -0.418 -0.516 0.485
H -1.4812 4.2191 3.1102 -0.134 0.228 -0.251 0.303
H -2.8000 4.6969 2.0286 0.241 -0.102 -0.154 0.525
H -2.8335 1.9977 1.5561 -0.037 0.058 0.234 0.008
H -2.1626 1.9665 3.2070 0.073 0.112 -0.305 0.322
H -4.7510 3.2931 2.3235 0.063 0.103 0.317 0.406
H -3.9950 3.4947 3.9752 -0.003 0.365 -0.611 0.318
H -4.2541 1.2067 4.3447 0.055 0.073 -0.131 0.224
H -5.6786 1.8213 3.8816 0.076 -0.202 -0.069 0.235
H 2.7000 0.4505 -0.4042 -0.079 0.256 0.275 0.238
H 3.9734 1.6214 -0.0899 -0.405 0.170 0.180 0.455
H 5.1014 0.1627 1.1244 -0.284 -0.055 0.222 0.267
H 3.7769 -0.2211 2.2104 -0.318 -0.184 -0.300 -0.039
H 4.9311 -2.8483 1.4923 -0.289 -0.040 -0.042 0.304
H 3.3551 -2.3004 2.1829 0.218 0.038 -0.145 0.267
H 1.5328 2.4316 3.7906 0.151 -0.339 -0.396 0.055
H 2.9859 3.3321 4.0700 -0.084 -0.098 -0.427 0.486
H 2.9611 0.2895 4.1564 0.233 0.214 -0.111 0.166
H 4.3804 1.3405 4.4017 -0.222 0.151 -0.016 0.403
H 2.8414 2.4653 6.3012 -0.120 -0.219 -0.001 0.355
H 3.4086 0.7452 6.5171 -0.289 0.833 0.078 0.159
H 0.7327 1.5907 6.2595 0.035 -0.189 0.100 0.269
H 1.0806 0.5643 5.0671 0.201 -0.004 0.053 0.196
C -6.8773 -1.8898 -10.0613 -0.245 0.273 -0.424 -0.801
N -5.5245 -1.7357 -9.5599 -0.054 0.510 0.465 0.055
C -5.5789 -1.1829 -8.2078 0.450 -0.123 0.256 -0.865
P -4.1225 -1.2843 -10.4740 -3.274 -6.601 -1.118 0.883
O -3.0909 -1.8965 -9.5488 0.935 3.754 0.068 -0.803
N -3.8758 -2.4054 -11.7741 0.404 -0.128 -0.381 0.210
C -4.9045 -3.3233 -12.2223 -0.421 0.389 -0.263 -1.216
C -2.5813 -3.0813 -11.8137 0.144 0.081 0.268 -1.033
N -5.0574 -0.2493 -11.5533 2.457 2.025 0.668 -0.045
C -4.4648 0.0229 -12.8831 -0.007 -0.206 -0.438 -0.987
C -5.2547 1.0894 -10.9367 -0.548 -0.029 0.386 -1.091
H -7.3607 -0.9347 -10.3108 -0.029 -0.004 0.004 0.266
H -7.4985 -2.3770 -9.3049 0.197 0.071 0.168 0.374
H -6.9385 -2.5360 -10.9316 0.176 0.149 -0.073 0.201
H -5.9762 -0.1584 -8.1969 -0.142 -0.020 0.074 0.300
H -4.5914 -1.1582 -7.7486 -0.006 -0.034 -0.245 0.024
H -6.2105 -1.7951 -7.5594 -0.064 -0.043 -0.124 0.442
H -5.1964 -4.0352 -11.4402 -0.084 -0.019 -0.024 0.316
H -4.5584 -3.8961 -13.0866 0.215 0.021 0.100 0.436
H -5.7850 -2.7873 -12.5843 -0.053 0.012 0.195 0.321
H -2.5354 -3.9191 -11.1079 0.111 0.016 0.011 0.313
H -1.7711 -2.3925 -11.5839 -0.045 -0.056 0.124 0.331
H -2.3876 -3.4697 -12.8175 -0.223 0.040 -0.046 0.318
H -3.4344 0.3789 -12.8071 -0.016 0.070 -0.113 0.349
H -5.0544 0.7806 -13.4048 -0.053 0.125 0.308 0.386
H -4.4816 -0.8524 -13.5248 0.087 -0.143 0.249 0.280
H -4.3018 1.5950 -10.7562 -0.053 0.129 -0.108 0.383
H -5.7805 1.0142 -9.9838 0.060 -0.167 0.016 0.247
H -5.8672 1.7222 -11.5787 0.036 -0.104 -0.086 0.415
C 2.6213 -2.7177 11.3310 0.155 -0.507 0.193 -0.797
N 2.9932 -2.0922 10.0754 -0.475 -0.274 -0.510 0.053
C 1.8119 -2.0199 9.2137 0.089 0.421 -0.380 -1.038
P 4.4994 -2.2651 9.2353 -0.442 3.611 6.661 0.886
O 4.4245 -0.9709 8.4518 0.164 -2.610 -2.874 -0.719
N 5.7938 -1.7639 10.2765 0.587 0.111 -0.092 0.172
C 5.6342 -1.6109 11.7092 -0.061 -0.591 0.193 -1.220
C 6.6546 -0.6955 9.7755 -0.134 0.089 -0.264 -1.037
N 4.7116 -3.9291 9.7794 0.719 -0.378 -3.172 -0.071
C 6.0999 -4.4451 9.7972 0.370 -0.005 0.317 -0.992
C 3.9647 -4.8585 8.8905 -0.636 -0.045 0.229 -1.099
H 2.4355 -3.7973 11.2413 -0.022 -0.006 0.019 0.260
H 1.7025 -2.2636 11.7116 -0.028 0.089 -0.256 0.380
H 3.3540 -2.5663 12.1168 0.135 -0.084 -0.172 0.186
H 1.4574 -3.0152 8.9127 -0.119 -0.018 0.090 0.293
H 2.0165 -1.4511 8.3059 0.120 -0.015 0.065 0.240
H 0.9914 -1.5111 9.7241 0.059 -0.037 0.104 0.363
H 4.9035 -0.8339 11.9657 -0.029 -0.029 0.078 0.321
H 6.5864 -1.3447 12.1754 0.045 0.111 -0.209 0.440
H 5.3537 -2.5552 12.1807 -0.176 0.045 -0.055 0.325
H 6.1960 0.2926 9.9019 0.054 0.038 -0.089 0.322
H 6.8833 -0.8368 8.7211 -0.117 0.076 0.008 0.327
H 7.6104 -0.6985 10.3067 -0.098 -0.138 0.150 0.316
H 6.6084 -4.2855 8.8432 0.074 -0.111 0.021 0.344
H 6.0957 -5.5165 10.0112 -0.291 0.001 -0.169 0.389
H 6.6937 -3.9927 10.5853 -0.136 0.257 -0.090 0.278
H 4.3283 -4.8112 7.8602 0.044 -0.173 0.012 0.378
H 2.8985 -4.6280 8.8811 0.038 0.172 0.046 0.254
H 4.0561 -5.8854 9.2439 0.102 0.066 0.072 0.417
```
Positions in Å, forces in eV/Å.